(1)
C31H44CsN7O2P2 | the ωB97M-V functional and the def2-TZVPD basis

```
87
Properties=species:S:1:pos:R:3:forces:R:3
Cs -0.324695 0.902234 -0.232415 0.951 0.351 -0.368
O -1.323886 -0.825469 1.004113 -0.895 -2.602 2.005
C -2.294865 -0.211269 1.495864 -0.734 0.047 0.695
C -3.575701 -0.834275 1.023428 -0.176 -0.029 -0.351
C -4.793018 -0.503226 1.614206 0.034 -0.095 0.028
C -5.986568 -0.954204 1.076148 0.027 -0.020 -0.010
C -5.965553 -1.701789 -0.097006 0.006 0.008 0.017
C -4.761665 -2.018753 -0.711384 0.111 -0.008 0.065
C -3.544726 -1.609723 -0.155816 -0.062 0.028 0.114
P -1.911591 -1.904746 -0.966864 -0.496 -0.783 -0.614
C -2.474777 -2.833874 -2.494918 -0.061 0.011 0.040
C -2.553013 -2.102254 -3.679467 -0.034 -0.073 -0.020
C -2.954826 -2.691464 -4.874763 0.006 -0.029 0.085
C -3.277558 -4.040890 -4.903377 0.026 0.018 0.065
C -3.202671 -4.790814 -3.733593 0.016 0.087 0.006
C -2.807055 -4.191387 -2.544370 0.002 0.023 -0.001
C -1.130700 -3.330679 -0.112630 0.090 0.064 0.065
C -1.557788 -3.801578 1.123273 -0.009 -0.092 0.089
C -0.871601 -4.826051 1.768753 -0.015 0.052 -0.071
C 0.259553 -5.384561 1.189339 -0.021 0.055 -0.064
C 0.695211 -4.922414 -0.046678 -0.083 0.047 0.013
C 0.003167 -3.902728 -0.689876 -0.019 -0.081 0.040
H -4.776754 0.111272 2.508166 0.016 0.024 -0.049
H -6.931002 -0.711263 1.549204 0.030 -0.011 -0.007
H -6.896669 -2.033807 -0.542899 0.046 0.003 0.009
H -4.776076 -2.591102 -1.629088 -0.003 -0.002 -0.017
H -2.293925 -1.048953 -3.662512 0.014 0.024 -0.010
H -3.009872 -2.100539 -5.781704 0.008 -0.009 0.030
H -3.579729 -4.509287 -5.832159 -0.008 0.007 0.019
H -3.456423 -5.844818 -3.750151 0.018 0.040 0.013
H -2.757065 -4.787802 -1.639299 0.013 0.025 -0.027
H -2.428871 -3.355678 1.590616 0.031 -0.016 -0.002
H -1.217616 -5.182437 2.732341 -0.001 0.021 -0.024
H 0.806034 -6.166042 1.702154 -0.011 0.015 -0.012
H 1.578497 -5.351162 -0.505921 -0.027 0.019 0.005
H 0.341639 -3.550380 -1.658585 0.028 0.004 -0.008
C 3.210904 3.087521 -2.685824 0.026 0.118 0.028
N 2.553004 4.271095 -2.148243 0.176 -0.044 -0.199
C 3.150034 5.539342 -2.538480 -0.003 -0.082 0.041
P 1.056534 4.209554 -1.462075 -0.103 -0.180 -0.072
O 0.599792 2.787373 -1.355416 1.417 2.964 -1.607
N -0.056290 5.113789 -2.281969 -0.159 0.058 -0.221
C -0.154802 6.567304 -2.255952 -0.040 -0.130 -0.016
C -0.738020 4.491524 -3.418549 0.021 0.114 0.064
N 1.220341 5.056037 -0.051530 -0.052 0.021 0.357
C 0.007724 5.244379 0.756494 0.143 0.056 -0.055
C 2.406274 4.837430 0.778250 -0.105 0.083 -0.028
H 4.247166 3.040733 -2.339010 0.003 0.020 0.012
H 3.221107 3.106744 -3.780120 -0.003 0.006 -0.013
H 2.693333 2.191353 -2.358810 -0.038 0.018 0.025
H 4.176354 5.608961 -2.165654 0.002 -0.013 -0.005
H 2.589470 6.376539 -2.124000 0.002 -0.059 0.012
H 3.178894 5.648067 -3.627796 -0.022 -0.012 0.005
H 0.393196 6.977172 -1.411320 0.007 -0.043 0.006
H -1.201710 6.870268 -2.161714 0.002 -0.031 -0.004
H 0.237379 7.007765 -3.178884 0.018 0.000 0.001
H -0.456343 3.445477 -3.511049 0.014 0.002 0.066
H -0.477163 5.005551 -4.349150 0.022 -0.009 0.014
H -1.823221 4.538620 -3.296914 0.007 0.050 0.029
H -0.881387 5.234663 0.130752 0.022 -0.001 -0.048
H 0.049406 6.202302 1.278554 0.050 0.008 0.002
H -0.090266 4.453503 1.504740 -0.011 -0.052 0.015
H 3.269176 4.609801 0.159946 0.007 0.007 -0.043
H 2.255176 4.013417 1.481988 -0.011 -0.047 0.008
H 2.621599 5.738886 1.354070 -0.036 0.028 0.011
C 1.510233 -0.410678 3.549451 0.027 -0.115 -0.037
N 1.717271 -1.417457 4.597784 0.078 -0.043 -0.104
C 1.390585 -2.735338 4.030077 0.077 0.080 -0.056
N 2.217383 -3.056656 2.859656 0.059 0.162 0.088
C 1.993137 -2.006299 1.860082 -0.010 0.001 0.046
N 2.343855 -0.665417 2.362050 -0.078 -0.076 -0.029
C 3.748787 -0.691466 2.777460 -0.102 -0.043 0.121
N 4.013702 -1.703848 3.806915 -0.099 -0.013 -0.007
C 3.139404 -1.418452 4.955166 -0.029 -0.037 -0.111
C 3.624612 -3.014295 3.261573 -0.089 0.132 0.032
H 1.757262 0.573937 3.950197 0.026 0.038 0.032
H 0.460344 -0.417531 3.249766 -0.011 0.003 -0.011
H 0.341763 -2.744033 3.729956 -0.017 0.010 -0.011
H 1.545214 -3.497641 4.795541 0.018 -0.021 0.029
H 0.940487 -2.002672 1.584441 -0.125 -0.062 -0.078
H 2.594462 -2.224047 0.975524 0.028 -0.011 -0.032
H 4.017944 0.289990 3.171608 0.026 0.041 0.031
H 4.372111 -0.900766 1.907101 0.031 -0.024 -0.045
H 3.403673 -0.442217 5.366468 0.002 0.023 -0.009
H 3.310596 -2.176212 5.721607 0.006 -0.019 0.018
H 3.802511 -3.779247 4.019954 0.001 0.002 0.023
H 4.249162 -3.232912 2.393160 0.008 -0.001 -0.022
```
Positions in Å, forces in eV/Å.

E_HOMO in eV: -5.9
Energy above the lowest of the compared OMol25 structures with the same formula, charge and spin in kJ/mol: 173.8
E_tot in eV: -66510.937

---

(2)
C5H4AgO2 | the ωB97M-V functional and the def2-TZVPD basis

```
12
Properties=species:S:1:pos:R:3:forces:R:3
O -2.617792 1.394708 0.206269 1.116 -0.451 -0.211
C -1.791432 0.887595 0.846165 -1.430 0.355 1.220
C -1.027930 0.390581 1.834890 0.531 -0.241 -0.449
C 0.277828 -0.090559 1.591640 0.154 -0.075 -0.744
C 0.953379 -1.006775 0.918772 -0.188 0.246 0.269
H -1.434674 0.480268 2.846928 0.022 0.064 -0.395
H 0.466135 -1.931495 0.578882 0.095 0.238 -0.032
H 2.034815 -0.930128 0.769028 -0.249 -0.122 0.225
C 1.080368 0.314904 -2.116098 -5.289 0.823 1.102
O -0.170467 0.185468 -2.265039 3.852 0.978 1.570
Ag 0.836030 -0.751745 -3.865238 0.798 -1.488 -2.390
H 1.393741 1.057177 -1.346201 0.589 -0.325 -0.165
```
Positions in Å, forces in eV/Å.

E_HOMO (alpha / beta) in eV: -10.3 / -12.9
Total charge: +1
Multiplicity: 3
Energy above the lowest of the compared OMol25 structures with the same formula, charge and spin in kJ/mol: 54.3
E_tot in eV: -13329.016
Expectation value of S²: 2.025

---

(3)
C4H6N2 | the ωB97M-V functional and the def2-TZVPD basis

```
12
Properties=species:S:1:pos:R:3:forces:R:3
C -1.213149 -1.748697 -0.091370 0.726 0.821 -0.531
C -0.378790 -0.498173 -0.020371 -0.168 -0.042 -0.053
C -0.725662 0.743823 0.431988 -0.330 -0.580 -0.336
N 0.394909 1.514818 0.291322 -0.114 0.543 -0.007
C 1.362365 0.733403 -0.248352 -0.089 -0.100 0.364
N 0.928988 -0.485580 -0.429965 0.325 -0.214 -0.126
H -2.259825 -1.470704 -0.164574 -0.201 -0.275 0.502
H -0.968309 -2.259227 -1.019542 0.090 -0.179 -0.005
H -0.932042 -2.384713 0.742382 -0.498 -0.232 0.103
H -1.693147 1.106462 0.723499 0.061 0.246 0.224
H 0.429892 2.502994 0.468181 0.186 -0.028 0.005
H 2.368824 1.082378 -0.403586 0.010 0.039 -0.142
```
Positions in Å, forces in eV/Å.

Structure (SMILES): Cc1c[nH]cn1
E_HOMO in eV: -8.6
Energy above the lowest of the compared OMol25 structures with the same formula, charge and spin in kJ/mol: 7.8
E_tot in eV: -7225.510

---

(4)
C6H11ClO | the ωB97M-V functional and the def2-TZVPD basis

```
19
Properties=species:S:1:pos:R:3:forces:R:3
C 1.958930 0.309929 -1.476271 1.124 1.027 0.964
C 1.422420 -0.497869 -0.314735 0.417 -0.690 -0.618
C 2.348934 -0.362346 0.907387 -0.795 0.947 -0.076
C 0.014333 -0.124753 0.022671 -0.225 0.780 0.235
C -0.644832 -1.212562 0.800636 -1.376 -0.089 -0.695
C -0.497094 1.062631 -0.319688 0.223 -0.536 0.038
H 1.331528 0.324335 -2.337527 -0.515 -0.187 -0.643
H 2.089571 1.351308 -1.133603 -0.125 -0.145 -0.238
H 2.968176 0.020683 -1.755250 0.050 -0.367 -0.117
H 1.385439 -1.553089 -0.624835 0.080 0.206 0.159
H 2.449486 0.703087 1.092247 0.163 0.326 0.080
H 3.328466 -0.736939 0.713043 0.665 -0.481 -0.171
H 1.974093 -0.759559 1.845996 -0.129 -0.427 -0.118
H -1.666366 -1.001481 1.129484 0.091 0.320 -0.132
H -0.082189 -1.409517 1.672872 0.684 -0.405 0.945
H -1.174914 -2.215676 -0.771781 0.252 -0.262 0.388
H 0.047630 1.761216 -0.958294 -0.369 -0.150 0.408
O -0.651947 -2.419575 0.023781 -0.360 0.250 -0.264
Cl -2.061852 1.636591 0.189259 0.144 -0.116 -0.146
```
Positions in Å, forces in eV/Å.

Structure (SMILES): CC(C)/C(=C/Cl)CO
E_HOMO in eV: -9.4
Energy above the lowest of the compared OMol25 structures with the same formula, charge and spin in kJ/mol: 82.3
E_tot in eV: -20969.585